No. 1
The following is a quantum chemistry calculation of C22H55O26S7V as an isolated structure in a non-equilibrium geometry, from the OMol25 dataset.

The highest occupied orbital energy comes out at -8.57 eV. The total energy comes out at -6558.40835 Eh.

The geometry in XYZ format:
```
111
Properties=species:S:1:pos:R:3:forces:R:3
O -19.578 27.590 12.750 -0.68 0.11 0.13
V -20.932 26.860 12.450 0.54 -5.62 -1.63
O -20.901 26.448 10.898 -0.20 1.24 1.97
C -20.798 23.216 11.154 1.04 0.31 0.83
C -21.042 23.397 12.697 -0.94 1.02 -0.50
C -20.361 22.276 13.486 1.37 0.18 0.08
O -20.831 24.683 13.263 0.75 2.86 -1.01
H -19.815 23.616 10.904 0.35 0.03 0.23
H -21.415 23.732 10.418 -0.62 -0.12 0.50
H -20.735 22.147 10.950 -0.37 -0.06 -0.19
H -22.110 23.271 12.874 -0.38 -0.54 -0.19
H -20.151 22.441 14.543 -1.52 0.23 0.45
H -19.297 22.130 13.297 0.17 0.06 -1.28
H -20.853 21.335 13.239 -0.10 -0.06 0.38
C -20.712 18.391 12.694 1.64 0.56 0.88
C -21.991 18.422 13.483 -1.47 -0.65 -0.62
O -22.863 17.855 12.494 -1.86 -0.19 -1.85
S -22.561 18.558 10.992 0.04 -0.08 0.88
O -23.060 19.929 11.043 0.51 -2.16 -0.33
O -22.798 17.682 9.849 0.05 1.71 2.73
O -21.011 18.536 11.327 -0.31 0.86 -1.72
H -20.171 17.445 12.693 -0.10 -0.01 0.80
H -20.070 19.220 12.991 0.25 -0.15 -0.09
H -22.438 19.360 13.811 0.68 0.57 -0.40
H -22.092 17.789 14.364 0.59 -0.36 -0.26
C -14.539 25.397 7.834 0.87 0.54 0.07
C -14.418 26.409 8.971 -0.03 -2.60 0.70
O -15.768 26.369 9.489 -0.89 -0.02 1.18
S -16.368 24.803 9.629 1.07 1.62 0.66
O -17.825 24.783 9.498 3.28 0.12 -0.50
O -15.817 24.178 10.847 -0.65 1.03 -2.94
O -15.508 24.406 8.263 -1.14 -0.31 0.69
H -13.600 24.857 7.719 -0.13 -0.03 -0.16
H -14.745 25.955 6.921 -0.91 -0.75 -0.24
H -13.952 27.377 8.790 -1.14 0.22 -0.38
H -13.711 25.919 9.640 -0.28 0.17 0.86
O -22.733 24.363 7.269 -3.57 1.44 1.50
S -23.941 25.084 7.800 4.11 -0.51 -1.01
O -24.077 26.479 7.354 -0.85 -2.36 0.71
O -25.253 24.148 7.542 3.24 0.37 0.90
C -26.349 24.803 7.052 -2.28 -0.49 -2.15
C -27.377 23.655 6.889 -0.60 1.29 0.43
C -23.912 25.059 9.594 0.60 -0.21 -0.64
H -26.130 25.259 6.087 0.07 0.10 -0.04
H -26.692 25.598 7.714 -0.23 -0.11 0.15
H -27.612 23.404 7.923 -0.39 -0.53 -0.19
H -27.111 22.769 6.313 0.77 0.25 0.21
H -28.263 24.034 6.379 -0.21 0.16 0.29
H -23.777 24.071 10.035 -0.59 -0.24 -0.60
H -24.819 25.561 9.931 0.33 0.06 0.13
H -22.961 25.520 9.860 -0.29 0.75 -0.01
O -19.282 22.467 17.369 1.99 -1.22 3.36
S -18.579 22.115 18.646 0.77 1.79 -0.68
O -17.330 21.299 18.649 -3.14 1.36 -0.16
O -18.155 23.545 19.500 -1.99 -2.18 -0.86
C -16.917 24.176 19.195 0.70 -0.88 -1.55
C -17.104 25.647 18.962 0.08 1.33 0.90
C -19.886 21.513 19.862 1.65 0.10 -0.56
H -16.522 23.795 18.253 -0.22 -0.24 -0.27
H -16.195 23.774 19.905 0.09 0.87 0.49
H -17.950 25.903 18.324 0.02 -0.58 -0.10
H -16.233 26.120 18.507 0.21 -0.41 -0.19
H -17.242 26.239 19.867 -0.16 -0.24 0.37
H -20.568 22.315 20.146 0.05 -0.04 -0.61
H -19.368 21.182 20.763 0.17 -0.01 -0.18
H -20.319 20.654 19.351 -0.25 0.27 0.06
O -23.948 25.175 14.491 -1.13 0.16 -3.20
S -24.386 25.420 13.101 -1.33 -0.67 3.30
O -23.605 26.294 12.290 1.10 0.48 -0.62
O -24.715 24.067 12.288 1.74 4.65 -1.68
C -24.845 22.907 12.906 -1.90 -4.88 2.03
C -25.947 22.049 12.209 1.59 0.20 -0.55
C -26.074 26.060 13.072 0.14 0.36 -0.39
H -25.188 23.018 13.935 0.10 0.34 0.19
H -23.945 22.295 12.972 0.34 0.31 -0.25
H -26.649 22.645 11.626 -0.74 0.23 1.06
H -26.259 21.361 12.994 -0.83 0.04 -0.51
H -25.535 21.486 11.370 0.51 -0.42 0.30
H -26.503 26.100 12.071 0.51 -0.57 -0.30
H -26.058 27.122 13.317 0.10 -0.22 0.82
H -26.723 25.422 13.671 0.23 0.29 0.30
O -16.912 19.978 7.475 -3.66 -0.92 1.44
S -18.296 19.839 8.058 0.09 2.02 -1.73
O -19.323 18.900 7.588 2.47 0.75 1.18
O -18.161 19.763 9.668 -0.31 -1.09 -2.41
C -17.026 20.379 10.257 1.07 -0.84 1.37
C -17.599 21.266 11.286 -0.11 1.96 1.08
C -19.187 21.480 7.848 0.97 -1.79 -0.78
H -16.228 20.787 9.638 -0.86 0.31 -0.76
H -16.492 19.585 10.778 0.02 -0.29 -0.06
H -17.779 20.751 12.230 -0.09 -0.03 -0.07
H -18.524 21.757 10.981 -0.14 -0.42 -0.22
H -16.981 22.141 11.486 0.45 -0.21 0.22
H -18.557 22.307 8.178 -0.41 -0.06 0.25
H -20.208 21.352 8.207 0.36 0.25 0.62
H -19.295 21.484 6.764 0.22 0.30 -0.09
O -18.511 25.139 16.055 1.67 0.40 -1.20
S -17.390 25.444 15.183 0.73 -1.18 -0.46
O -17.089 26.824 14.808 -0.16 -1.90 0.65
O -16.045 24.695 15.886 -2.18 1.59 -0.50
C -14.744 25.091 15.440 0.07 -0.28 1.08
C -13.942 25.399 16.702 1.64 0.06 -0.63
C -17.332 24.370 13.673 -1.25 1.63 -0.05
H -14.702 25.970 14.796 -0.57 0.09 0.03
H -14.383 24.252 14.845 0.38 -0.08 0.23
H -14.035 26.430 17.043 -0.42 -0.06 -0.05
H -12.901 25.307 16.392 0.36 0.24 -0.08
H -13.953 24.734 17.565 -0.86 -0.27 -0.27
H -16.495 24.677 13.045 0.53 -0.47 0.66
H -18.153 24.698 13.036 -0.54 0.03 0.27
H -17.501 23.313 13.879 0.54 0.26 0.33
```
Forces are in eV/Å.

These are the Löwdin partial charges, in e, on atoms 1 to 99:
1 O -0.311
2 V 1.063
3 O -0.310
4 C -0.028
5 C -0.493
6 C -0.036
7 O -0.279
8 H 0.054
9 H 0.057
10 H 0.063
11 H 0.083
12 H 0.080
13 H 0.039
14 H 0.060
15 C -0.177
16 C -0.162
17 O -0.226
18 S 0.714
19 O -0.261
20 O -0.219
21 O -0.206
22 H 0.143
23 H 0.117
24 H 0.120
25 H 0.137
26 C -0.162
27 C -0.163
28 O -0.215
29 S 0.765
30 O -0.229
31 O -0.275
32 O -0.208
33 H 0.131
34 H 0.130
35 H 0.140
36 H 0.117
37 O -0.319
38 S 0.699
39 O -0.297
40 O -0.260
41 C -0.325
42 C -0.051
43 C -0.134
44 H 0.119
45 H 0.120
46 H 0.073
47 H 0.083
48 H 0.074
49 H 0.067
50 H 0.066
51 H 0.041
52 O -0.331
53 S 0.761
54 O -0.329
55 O -0.281
56 C -0.295
57 C -0.067
58 C -0.092
59 H 0.089
60 H 0.123
61 H 0.072
62 H 0.067
63 H 0.073
64 H 0.067
65 H 0.060
66 H 0.060
67 O -0.257
68 S 0.657
69 O -0.310
70 O -0.257
71 C -0.341
72 C -0.027
73 C -0.095
74 H 0.118
75 H 0.114
76 H 0.077
77 H 0.084
78 H 0.064
79 H 0.070
80 H 0.075
81 H 0.080
82 O -0.337
83 S 0.708
84 O -0.306
85 O -0.264
86 C -0.281
87 C -0.075
88 C -0.078
89 H 0.120
90 H 0.123
91 H 0.080
92 H 0.059
93 H 0.059
94 H 0.052
95 H 0.067
96 H 0.060
97 O -0.286
98 S 0.688
99 O -0.301

---

No. 2
The following is a quantum chemistry calculation of C7H8NO3 as an isolated structure in a non-equilibrium geometry, from the OMol25 dataset.

As for the net charge: +1. The relative energy (zero: lowest compared OMol25 entry of this formula, charge and spin) comes out at 94.1 kcal per mole. The highest occupied orbital energy comes out at -14.43 eV. The total energy comes out at -551.63917 Eh.

The geometry in XYZ format:
```
19
Properties=species:S:1:pos:R:3:forces:R:3
C 2.674 -0.940 -1.205 -1.16 0.83 0.63
C 3.108 0.374 -1.802 2.95 2.49 -2.69
C 1.064 0.837 -1.427 1.25 -0.35 -1.39
C -0.233 1.481 -1.040 0.94 -0.97 -0.40
C -0.334 0.947 0.314 -0.55 -1.50 3.03
C 1.558 -0.155 -0.613 -3.12 -1.55 2.24
C -0.273 -1.689 0.304 -1.87 -0.59 0.12
N 0.507 -0.391 0.476 -0.10 0.00 -1.53
O 3.166 -2.029 -1.201 -0.53 0.91 0.27
O 4.086 1.009 -1.667 -0.64 -1.02 -0.16
O 1.896 1.152 -2.411 -0.13 -0.86 1.22
H -0.099 2.511 -0.851 0.02 1.48 -0.84
H -1.191 1.242 -1.501 0.72 0.16 -1.18
H 0.077 1.654 1.052 -0.27 -0.59 -0.04
H -1.389 0.728 0.464 0.22 -0.25 0.98
H -1.003 -1.702 -0.600 1.54 0.47 1.49
H 0.374 -2.588 0.244 0.05 0.91 -0.11
H -0.884 -1.819 1.246 0.52 0.24 -1.07
H 0.887 -0.424 1.431 0.16 0.20 -0.55
```
Forces are in eV/Å.

Per-atom Löwdin charges, elementary charge units:
1 C -0.225
2 C -0.227
3 C -0.183
4 C -0.032
5 C -0.079
6 C -0.041
7 C 0.019
8 N -0.025
9 O 0.210
10 O 0.279
11 O 0.149
12 H 0.140
13 H 0.156
14 H 0.156
15 H 0.140
16 H 0.145
17 H 0.111
18 H 0.118
19 H 0.191

---

No. 3
The following is a quantum chemistry calculation of C18H19Cl2N6O2S2Ti as an isolated structure in a non-equilibrium geometry, from the OMol25 dataset.

Its multiplicity is 3. As for the net charge: +1. The relative energy (zero: lowest compared OMol25 entry of this formula, charge and spin) comes out at 5.0 kcal per mole. The highest occupied orbital energy (spin up / spin down) comes out at -10.78 / -11.15 eV. The total energy comes out at -3742.44044 Eh.

The geometry in XYZ format:
```
50
Properties=species:S:1:pos:R:3:forces:R:3
Ti 0.075 0.321 -0.329 -0.29 1.03 -1.08
N 7.262 -4.181 5.036 -0.04 0.11 -0.02
C 6.462 -3.705 4.067 0.15 -0.14 0.21
C 6.998 -3.381 2.796 0.06 0.09 -0.21
C 6.189 -2.915 1.809 0.10 -0.03 -0.04
C 4.781 -2.743 2.022 -0.05 -0.05 0.01
C 4.262 -3.066 3.321 -0.04 0.00 0.05
C 5.075 -3.536 4.302 -0.21 0.05 0.00
S 2.791 -0.406 1.533 0.29 0.23 -0.35
O 2.869 -0.362 2.961 0.08 0.00 0.35
O 4.017 -2.324 1.092 0.18 -0.01 -0.11
N 1.471 -0.956 0.956 -0.61 -0.19 0.65
C 0.398 -1.366 1.759 0.37 -0.25 -0.12
N -0.762 -0.933 1.254 -0.05 0.42 -0.05
C -1.890 -1.191 1.924 0.16 -0.15 -0.06
C -1.838 -1.923 3.091 0.02 0.01 -0.07
C -0.586 -2.378 3.493 -0.14 -0.01 0.03
N 0.540 -2.112 2.835 0.01 -0.09 0.12
H 8.257 -4.244 4.908 0.01 -0.02 -0.05
H 6.910 -4.356 5.961 -0.04 -0.02 0.00
H 8.061 -3.505 2.630 0.00 0.00 -0.04
H 6.585 -2.656 0.836 0.02 -0.03 0.00
H 3.201 -2.923 3.480 -0.01 -0.03 0.04
H 4.677 -3.789 5.277 -0.02 0.01 0.00
H -2.806 -0.815 1.487 -0.03 0.01 0.04
H -2.728 -2.149 3.658 -0.01 0.00 0.00
H -0.489 -2.988 4.383 0.03 0.00 0.00
Cl -2.197 0.399 -1.526 0.25 0.17 0.18
C -1.160 1.863 -1.085 -0.04 -0.41 0.13
Cl 1.466 2.132 0.326 -0.17 -0.51 0.05
H -1.754 2.490 -0.426 0.01 -0.03 0.01
H -0.900 2.387 -2.001 -0.02 -0.10 -0.05
N 2.332 -2.724 -1.408 -0.09 0.00 0.05
C 2.293 -1.442 -1.790 -0.06 -0.17 0.01
S 0.794 -0.841 -2.423 0.06 0.02 0.35
N 3.410 -0.748 -1.618 0.15 -0.04 0.07
C 3.791 0.571 -2.002 -0.03 0.09 0.08
C 4.879 1.099 -1.313 -0.09 0.02 0.01
C 5.340 2.367 -1.617 0.00 0.00 -0.01
C 4.719 3.109 -2.611 0.03 0.02 0.02
C 3.647 2.567 -3.301 -0.05 0.02 -0.03
C 3.175 1.296 -3.009 0.02 -0.03 -0.05
H 1.459 -3.224 -1.415 0.04 0.02 -0.02
H 3.052 -3.044 -0.770 0.03 0.02 -0.05
H 4.125 -1.220 -1.073 -0.05 -0.05 -0.10
H 5.355 0.520 -0.529 0.00 -0.01 0.01
H 6.182 2.774 -1.074 0.00 0.01 0.00
H 5.074 4.102 -2.852 0.00 0.00 0.01
H 3.165 3.136 -4.085 0.01 0.01 -0.01
H 2.347 0.887 -3.567 0.06 0.02 0.02
```
Forces are in eV/Å.

Per-atom Löwdin charges, elementary charge units:
1 Ti 0.370
2 N 0.184
3 C -0.281
4 C -0.004
5 C 0.025
6 C -0.389
7 C 0.017
8 C 0.004
9 S 0.943
10 O -0.370
11 O -0.162
12 N -0.332
13 C -0.459
14 N 0.025
15 C -0.056
16 C -0.007
17 C -0.065
18 N 0.165
19 H 0.123
20 H 0.123
21 H 0.124
22 H 0.124
23 H 0.105
24 H 0.124
25 H 0.126
26 H 0.117
27 H 0.125
28 Cl 0.465
29 C -0.628
30 Cl 0.048
31 H 0.006
32 H 0.010
33 N 0.128
34 C -0.783
35 S 0.674
36 N 0.088
37 C -0.255
38 C -0.040
39 C -0.067
40 C -0.071
41 C -0.061
42 C -0.048
43 H 0.103
44 H 0.095
45 H 0.128
46 H 0.110
47 H 0.110
48 H 0.109
49 H 0.113
50 H 0.065

---

Q: Which of these has the highest total energy?
A: C7H8NO3